Density functional theory data (ωB97M-V/def2-TZVPD) for a 2-piece molecular cluster, C3H13N2Si overall in a non-equilibrium geometry.

Structure (XYZ):
```
19
Properties=species:S:1:pos:R:3
C 0.719 0.752 1.142
C 0.981 -1.341 0.246
C 1.566 0.760 -1.157
N -2.883 0.660 -0.167
N 0.695 0.047 -0.153
Si -1.842 -0.697 -0.115
H 1.510 0.430 1.730
H 0.775 1.787 1.096
H -0.150 0.611 1.595
H 2.091 -1.399 0.367
H 0.462 -1.712 1.080
H 0.793 -1.964 -0.659
H 1.135 1.669 -1.294
H 2.626 1.055 -1.000
H -3.154 1.130 0.705
H -3.684 0.596 -0.757
H -1.082 -0.829 -1.343
H -2.209 -1.826 0.719
H 1.649 0.271 -2.035
```

Values from the calculation:
spin multiplicity	1
HOMO level	-13.69	eV
DFT total energy	-520.74755	a.u.
total charge	+1
HOMO-LUMO gap	8.1	eV

Now the natural (NBO) charges, all in e: C -0.4037; C -0.4665; C -0.4220; N -1.3132; N -0.4310; Si 1.5582; H 0.2006; H 0.2233; H 0.1649; H 0.2266; H 0.2142; H 0.2165; H 0.2151; H 0.2246; H 0.4276; H 0.4373; H -0.1469; H -0.1403; H 0.2146



Density functional theory data (ωB97M-V/def2-TZVPD) for a 2-piece molecular cluster, C3H13N3 overall in a non-equilibrium geometry.

Structure (XYZ):
```
19
Properties=species:S:1:pos:R:3
C -0.453 -0.751 2.260
C 0.988 -0.674 1.925
N 1.466 0.710 1.725
H -1.193 -0.478 1.499
H -0.615 -1.828 2.324
H -0.734 -0.122 3.177
H 1.602 -1.163 2.745
H 1.172 -1.326 1.031
H 0.840 1.164 2.309
H 2.327 0.853 2.214
N -0.289 0.631 -0.874
C -0.557 -0.308 -1.979
N -1.035 0.432 -3.154
H -0.461 1.641 -1.189
H 0.672 0.384 -0.463
H 0.282 -0.978 -2.297
H -1.465 -0.893 -1.834
H -1.832 1.013 -2.784
H -1.448 -0.291 -3.852
```

Values from the calculation:
spin multiplicity	1
HOMO level	-8.61	eV
DFT total energy	-286.29759	a.u.
HOMO-LUMO gap	9.7	eV

Now the natural (NBO) charges, all in e: C -0.6376; C -0.2203; N -0.8251; H 0.2364; H 0.2175; H 0.1948; H 0.1709; H 0.1739; H 0.3427; H 0.3513; N -0.8945; C -0.0489; N -0.8446; H 0.3789; H 0.4033; H 0.1663; H 0.1379; H 0.3437; H 0.3533



Density functional theory data (ωB97M-V/def2-TZVPD) for a 2-piece molecular cluster, C3H13N3 overall in a non-equilibrium geometry.

Structure (XYZ):
```
19
Properties=species:S:1:pos:R:3
C 0.856 -0.857 -2.767
C 0.633 -1.839 -1.579
N 0.533 -1.249 -0.255
H 1.773 -0.133 -2.759
H 0.810 -1.417 -3.749
H -0.132 -0.228 -2.996
H -0.138 -2.551 -1.893
H 1.476 -2.453 -1.631
H 1.368 -0.704 -0.088
H -0.368 -0.701 -0.280
N 0.196 0.622 2.173
C -1.107 1.283 2.433
N -1.667 2.160 1.318
H 0.974 1.303 2.126
H 0.465 -0.101 2.791
H -1.801 0.564 2.678
H -0.870 1.960 3.172
H -0.897 2.654 0.756
H -2.104 1.685 0.548
```

Values from the calculation:
spin multiplicity	1
HOMO level	-8.98	eV
DFT total energy	-286.29693	a.u.
HOMO-LUMO gap	9.9	eV

Now the natural (NBO) charges, all in e: C -0.6418; C -0.2336; N -0.8253; H 0.2092; H 0.2100; H 0.1905; H 0.1872; H 0.1772; H 0.3626; H 0.3601; N -0.8725; C -0.0384; N -0.8475; H 0.3495; H 0.3690; H 0.1832; H 0.1599; H 0.3497; H 0.3512



Density functional theory data (ωB97M-V/def2-TZVPD) for C3H13N3 as an isolated structure in a non-equilibrium geometry.

Structure (XYZ):
```
19
Properties=species:S:1:pos:R:3
C 0.880 -2.912 -1.006
C 1.448 -2.622 1.519
C -2.989 7.425 0.202
N -3.959 7.009 -0.459
N 2.585 -4.408 -0.247
N 2.052 -3.024 -0.238
H 1.111 -2.532 -1.983
H 0.259 -3.736 -1.039
H 0.250 -2.005 -0.613
H 0.526 -1.970 1.307
H 1.275 -3.569 2.109
H 2.350 -1.999 1.857
H -3.328 8.068 0.942
H -1.885 7.191 0.068
H -4.018 6.484 -1.317
H -4.875 7.013 -0.070
H 3.353 -4.541 0.539
H 1.897 -5.179 -0.381
H 3.069 -4.695 -1.189
```

Values from the calculation:
spin multiplicity	1
HOMO level	-15.91	eV
DFT total energy	-285.61807	a.u.
total charge	+2
HOMO-LUMO gap	8.6	eV

Now the natural (NBO) charges, all in e: C -0.4723; C -0.3861; C 0.1785; N -0.5591; N -0.5882; N -0.2490; H 0.2281; H 0.1936; H 0.2348; H 0.2311; H 0.2215; H 0.2425; H 0.2257; H 0.2671; H 0.4473; H 0.4406; H 0.4765; H 0.4223; H 0.4451



Density functional theory data (ωB97M-V/def2-TZVPD) for a 2-piece molecular cluster, C3H13N3O overall in a non-equilibrium geometry.

Structure (XYZ):
```
20
Properties=species:S:1:pos:R:3
C -0.694 0.922 -1.336
C 0.897 0.680 -0.338
N 0.390 0.830 0.997
N 1.428 -0.595 -0.512
N 1.823 1.683 -0.699
H -0.424 1.340 -2.312
H -1.090 -0.076 -1.523
H -1.498 1.555 -0.953
H 1.111 1.238 1.585
H -0.392 1.499 0.837
H 1.558 -0.864 -1.478
H 0.948 -1.314 0.029
H 2.546 1.360 -1.328
H 1.389 2.533 -1.026
C -1.645 -1.966 1.260
O -0.261 -1.869 1.544
H -2.254 -1.625 2.105
H -1.862 -3.019 1.081
H -1.918 -1.386 0.370
H -0.052 -0.926 1.695
```

Values from the calculation:
spin multiplicity	1
HOMO level	-8.62	eV
DFT total energy	-361.56073	a.u.
HOMO-LUMO gap	9.5	eV

Now the natural (NBO) charges, all in e: C -0.7417; C 0.5008; N -0.8860; N -0.8677; N -0.8650; H 0.1942; H 0.2013; H 0.1916; H 0.3797; H 0.3824; H 0.3670; H 0.4136; H 0.3769; H 0.3696; C -0.2483; O -0.7680; H 0.1621; H 0.1810; H 0.1579; H 0.4986



Density functional theory data (ωB97M-V/def2-TZVPD) for a 2-piece molecular cluster, C3H13N3O overall in a non-equilibrium geometry.

Structure (XYZ):
```
20
Properties=species:S:1:pos:R:3
N 1.325 -2.437 -0.404
C 0.290 -1.792 0.435
C 0.284 -0.228 0.229
N -0.433 -0.010 -0.962
C -0.991 1.354 -1.076
N -1.780 1.645 -2.239
H 1.376 -3.476 -0.340
H 2.293 -2.322 0.028
H -0.593 -2.194 0.117
H 0.707 -1.923 1.476
H 1.299 0.134 0.179
H -0.202 0.357 1.022
H 0.266 -0.134 -1.652
H -1.716 1.283 -0.223
H -0.140 1.955 -0.732
H -1.317 1.164 -3.116
H -2.593 1.072 -2.073
O 0.269 1.737 3.236
H 1.050 1.213 3.095
H 0.606 2.602 2.999
```

Values from the calculation:
spin multiplicity	1
HOMO level	-8.60	eV
DFT total energy	-361.53382	a.u.
HOMO-LUMO gap	9.3	eV

Now the natural (NBO) charges, all in e: N -0.8529; C -0.2071; C -0.2409; N -0.6470; C -0.0530; N -0.8074; H 0.3589; H 0.3387; H 0.2079; H 0.1590; H 0.1575; H 0.2058; H 0.3474; H 0.1707; H 0.1526; H 0.3481; H 0.3593; O -0.9253; H 0.4624; H 0.4655



Density functional theory data (ωB97M-V/def2-TZVPD) for a 2-piece molecular cluster, C3H13N4 overall in a non-equilibrium geometry.

Structure (XYZ):
```
20
Properties=species:S:1:pos:R:3
C -0.468 -2.065 -1.195
N 0.530 1.285 -2.306
C -0.155 0.194 -2.045
N 0.343 -0.922 -1.602
H -0.306 -2.913 -1.860
H -1.517 -1.795 -1.265
H -0.172 -2.385 -0.202
H 1.474 1.399 -1.951
H 0.016 2.115 -2.569
H -1.232 0.186 -2.174
H 1.333 -0.939 -1.405
N 0.779 0.891 1.066
C 0.465 0.419 2.440
N -0.939 0.499 2.866
H -0.071 0.732 0.544
H 0.839 1.898 1.120
H 0.788 -0.618 2.498
H 1.067 0.989 3.144
H -1.342 1.324 2.430
H -1.430 -0.294 2.464
```

Values from the calculation:
spin multiplicity	1
HOMO level	-12.50	eV
DFT total energy	-340.88028	a.u.
total charge	+1
HOMO-LUMO gap	8.9	eV

Now the natural (NBO) charges, all in e: C -0.4175; N -0.7181; C 0.3920; N -0.4824; H 0.2372; H 0.2217; H 0.2373; H 0.4342; H 0.4377; H 0.2228; H 0.4291; N -0.8577; C -0.0670; N -0.8092; H 0.3193; H 0.3582; H 0.1767; H 0.1930; H 0.3467; H 0.3462



Density functional theory data (ωB97M-V/def2-TZVPD) for C3H13N5 as an isolated structure in a non-equilibrium geometry.

Structure (XYZ):
```
21
Properties=species:S:1:pos:R:3
C -1.905 -1.045 0.839
C -1.265 1.320 0.750
N -0.897 -0.067 0.409
C -0.409 -0.242 -0.966
N -0.426 0.728 -1.796
H -0.207 0.417 -2.737
H -0.301 -1.306 -1.200
H -2.882 -0.798 0.419
H -1.618 -2.046 0.522
H -1.349 1.394 1.835
H -2.191 1.605 0.252
H -0.485 1.989 0.402
H -1.960 -1.032 1.929
N 1.560 -0.316 0.258
N 1.982 1.016 0.487
N 2.483 -0.973 -0.621
H 0.307 -0.373 0.794
H 1.813 1.580 -0.355
H 2.606 -1.936 -0.328
H 2.976 1.025 0.704
H 2.168 -0.942 -1.596
```

Values from the calculation:
spin multiplicity	1
HOMO level	-6.94	eV
DFT total energy	-395.71193	a.u.
HOMO-LUMO gap	7.7	eV

Now the natural (NBO) charges, all in e: C -0.4033; C -0.4136; N -0.5023; C 0.3149; N -0.7152; H 0.3546; H 0.1678; H 0.1983; H 0.2115; H 0.2077; H 0.1983; H 0.2505; H 0.2160; N -0.4703; N -0.7001; N -0.7006; H 0.4682; H 0.3165; H 0.3469; H 0.3434; H 0.3107



Density functional theory data (ωB97M-V/def2-TZVPD) for a 3-piece molecular cluster, C3H13NO2S overall in a non-equilibrium geometry.

Structure (XYZ):
```
20
Properties=species:S:1:pos:R:3
C -1.500 -0.853 -1.939
N -1.036 -0.616 -0.535
C 0.064 0.347 -0.612
C 0.778 0.487 0.748
S 0.839 -0.989 1.811
H -0.608 -1.224 -2.461
H -1.975 0.029 -2.419
H -2.152 -1.720 -1.916
H -1.734 -0.172 0.084
H 0.865 0.011 -1.277
H -0.139 1.405 -0.848
H 1.825 0.816 0.574
H 0.446 1.365 1.307
H -0.495 -1.188 1.768
H 3.441 -0.896 -1.308
H 2.425 -1.187 -0.164
O 3.316 -0.866 -0.357
H -1.173 1.633 3.259
H -1.667 2.234 1.901
O -1.519 1.384 2.384
```

Values from the calculation:
spin multiplicity	2
HOMO level (alpha / beta)	0.73 / -5.41	eV
DFT total energy	-725.44856	a.u.
total charge	-1
HOMO-LUMO gap (alpha / beta)	2.4 / 8.5	eV

Now the natural (NBO) charges, all in e: C -0.4253; N -0.6443; C -0.2878; C -0.6238; S -0.1381; H 0.1838; H 0.1715; H 0.1888; H 0.3719; H 0.1625; H 0.1722; H 0.2232; H 0.2292; H 0.1485; H 0.4588; H 0.4864; O -0.9618; H 0.3972; H 0.3090; O -1.4220



Density functional theory data (ωB97M-V/def2-TZVPD) for a 3-piece molecular cluster, C3H13NO2S overall in a non-equilibrium geometry.

Structure (XYZ):
```
20
Properties=species:S:1:pos:R:3
C 0.954 -1.421 -1.161
N 1.435 -1.090 0.199
C 0.173 -1.137 1.201
C -0.328 0.287 1.310
S -1.564 0.343 2.713
H 1.336 -0.670 -1.975
H -0.052 -1.393 -1.271
H 1.385 -2.297 -1.556
H 2.071 -1.656 0.696
H -0.659 -1.800 0.760
H 0.571 -1.515 2.006
H 0.420 1.076 1.439
H -0.834 0.680 0.397
H -2.753 0.389 2.193
O -2.739 1.013 -1.573
H -2.863 1.624 -2.312
H -2.009 0.476 -1.691
O 2.043 2.616 -0.283
H 1.644 2.680 -1.127
H 1.769 1.794 0.036
```

Values from the calculation:
spin multiplicity	1
HOMO level	-9.12	eV
DFT total energy	-725.43488	a.u.
HOMO-LUMO gap	9.5	eV

Now the natural (NBO) charges, all in e: C -0.4104; N -0.6554; C -0.2107; C -0.5123; S -0.0828; H 0.1717; H 0.1792; H 0.1977; H 0.3680; H 0.1846; H 0.1842; H 0.2284; H 0.2262; H 0.1295; O -0.9426; H 0.4795; H 0.4652; O -0.9280; H 0.4607; H 0.4673



Density functional theory data (ωB97M-V/def2-TZVPD) for a 3-piece molecular cluster, C3H13NO2S overall in a non-equilibrium geometry.

Structure (XYZ):
```
20
Properties=species:S:1:pos:R:3
C -0.463 -1.820 -1.325
N -0.848 -0.485 -0.883
C -0.546 -0.268 0.560
C -0.404 1.210 0.855
S 1.391 1.664 0.879
H -1.237 -2.202 -1.997
H -0.324 -2.486 -0.486
H 0.323 -1.774 -2.090
H -0.495 0.155 -1.575
H -1.242 -0.865 1.149
H 0.388 -0.776 0.633
H -0.877 1.843 0.116
H -0.707 1.537 1.849
H 1.655 0.871 -0.167
O -1.647 1.837 -2.593
H -1.751 2.787 -2.567
H -1.754 1.339 -1.770
O 2.517 -1.055 3.233
H 2.649 -0.427 2.510
H 3.373 -1.085 3.671
```

Values from the calculation:
spin multiplicity	1
HOMO level	-8.70	eV
DFT total energy	-725.46792	a.u.
HOMO-LUMO gap	9.4	eV

Now the natural (NBO) charges, all in e: C -0.4287; N -0.6692; C -0.2356; C -0.4989; S -0.0621; H 0.1969; H 0.2007; H 0.1890; H 0.3706; H 0.2063; H 0.1813; H 0.2122; H 0.2325; H 0.1140; O -0.9772; H 0.4836; H 0.4881; O -0.9438; H 0.4747; H 0.4657



Density functional theory data (ωB97M-V/def2-TZVPD) for a 3-piece molecular cluster, C3H13NO3 overall in a non-equilibrium geometry.

Structure (XYZ):
```
20
Properties=species:S:1:pos:R:3
C 1.418 -1.379 -1.072
C 0.754 -0.106 -0.569
N 0.299 -0.370 0.818
C -0.350 0.407 -1.482
O 0.071 0.529 -2.835
H 1.706 -1.407 -2.122
H 2.364 -1.558 -0.552
H 0.811 -2.263 -0.851
H 1.539 0.660 -0.530
H -0.490 0.215 1.082
H -0.080 -1.310 0.749
H -1.106 -0.367 -1.559
H -0.752 1.321 -1.069
H 0.634 1.308 -2.918
O 1.457 1.079 3.253
H 1.515 0.631 2.392
H 0.803 0.516 3.680
O -3.484 0.809 0.781
H -4.069 0.174 1.213
H -3.041 1.112 1.590
```

Values from the calculation:
spin multiplicity	1
HOMO level	-9.78	eV
DFT total energy	-402.55462	a.u.
HOMO-LUMO gap	10.2	eV

Now the natural (NBO) charges, all in e: C -0.6227; C -0.0765; N -0.8477; C -0.0734; O -0.7142; H 0.2346; H 0.2168; H 0.1933; H 0.1724; H 0.3603; H 0.3549; H 0.1771; H 0.1678; H 0.4631; O -0.9514; H 0.4869; H 0.4575; O -0.9246; H 0.4649; H 0.4609



Calculated ΔE to the lowest compared entry with this formula, charge and spin, 340.3, 141.8, 143.6, 437.6, 167.3, 238.0, 165.9, 472.0, 111.4, 227.1, 140.4, 67.8 kJ/mol (same order as the records).